Record 1
The molecule C3H7NO3S in a non-equilibrium geometry. Source: the Open Molecules 2025 dataset; level of theory: wB97M-V/def2-TZVPD.

Summary:
HOMO-LUMO gap = 11.41 eV
LUMO energy = 0.65 eV
HOMO energy = -10.76 eV
calculated total energy = -21689.6924 eV
SMILES = C[C@H]1O[C@@H]1S(N)(=O)=O

```
15
Properties=species:S:1:pos:R:3:forces:R:3:lowdin_charge:R:1
C 2.181815 -0.941890 0.093842 -0.266 1.572 -0.041 0.00
C 0.970047 -0.194043 -0.382717 1.623 2.554 0.021 -0.31
O -0.133025 -0.938989 -0.094354 -1.621 -2.101 0.296 -0.03
C -0.016860 0.259966 0.619625 -0.749 0.422 -1.532 -0.28
S -1.350782 1.286392 0.036930 0.547 0.066 -0.299 0.63
N -2.560811 0.198026 -0.371794 0.136 0.678 1.109 -0.04
O -1.777344 2.111556 1.126862 -0.285 -0.415 -0.279 -0.28
O -0.827159 1.841803 -1.167214 -0.621 0.657 -0.873 -0.30
H 1.919355 -1.344111 1.020981 -0.357 -1.047 1.375 0.07
H 3.173282 -0.583647 0.196074 0.666 1.626 0.009 0.08
H 2.316689 -1.656868 -0.623050 0.139 -2.573 -1.651 0.06
H 0.911048 0.451093 -1.280178 0.430 -0.926 0.196 0.15
H 0.133020 0.367889 1.643241 0.386 -0.642 1.820 0.12
H -2.415994 -0.371396 -1.183045 0.592 0.367 -0.890 0.07
H -2.523283 -0.485778 0.364796 -0.620 -0.237 0.737 0.06
```
Positions in Å, forces in eV/Å.

Record 2
A cluster of 6 separate species, C36H58F2N11O4S2 in total in a non-equilibrium geometry. Source: the Open Molecules 2025 dataset; level of theory: wB97M-V/def2-TZVPD.

Summary:
HOMO-LUMO gap (spin up / spin down) = 5.09 / 1.49 eV
LUMO energy (spin up / spin down) = -15.59 / -19.19 eV
HOMO energy (spin up / spin down) = -20.68 / -20.68 eV
total charge = +6
calculated total energy = -89888.5106 eV
spin multiplicity = 2

```
113
Properties=species:S:1:pos:R:3:forces:R:3:lowdin_spin:R:1
C 3.587182 2.333646 -3.625116 -0.050 -0.304 -0.541 0.00
C 2.714632 3.425706 -4.196536 1.260 0.627 -0.573 0.00
N 1.315022 3.121366 -4.374016 -1.197 -1.366 0.469 0.00
C 0.283482 4.018056 -4.288856 -1.196 -0.605 -1.519 0.00
C -0.841188 3.372066 -4.795556 0.504 0.333 1.164 0.00
N -0.527748 2.046006 -4.999016 2.274 1.258 0.428 0.00
C 0.819272 1.921446 -4.727646 -1.892 0.304 -0.339 0.00
C -1.458918 0.944256 -5.265486 1.250 -0.463 0.101 0.00
H 4.604082 2.707296 -3.745146 0.075 -0.097 0.591 0.00
H 3.572202 1.452526 -4.266596 -0.126 -0.073 -0.122 0.00
H 3.325602 2.003296 -2.619866 0.180 0.371 0.091 0.00
H 3.093622 3.666876 -5.189666 0.021 -0.173 -0.216 0.00
H 2.868862 4.381146 -3.695096 -0.590 -0.175 0.477 0.00
H 0.419052 5.043716 -3.978926 0.049 -0.106 -0.192 0.00
H -1.846028 3.748896 -4.916766 0.127 -0.029 -0.046 0.00
H 1.279892 0.944596 -4.726086 0.391 0.413 -0.126 0.00
H -1.049238 0.129436 -4.668556 -0.763 -0.054 0.628 0.00
H -1.341078 0.505876 -6.256466 -0.430 0.856 -0.425 0.00
H -2.459648 1.282616 -4.996856 0.177 -0.436 -0.161 0.00
C -7.991158 0.049606 -4.951956 -0.726 -0.391 0.723 0.00
C -6.735918 -0.129384 -4.153576 0.516 -0.386 -0.025 0.00
N -6.737778 0.689526 -2.879636 0.565 1.576 1.558 0.00
C -7.900138 1.130736 -2.194626 1.289 -0.726 -0.672 0.00
C -7.524468 1.628576 -0.975106 0.413 -0.407 -0.966 0.00
N -6.141268 1.567296 -0.910726 0.999 -1.031 -2.428 0.00
C -5.650608 1.026846 -2.111076 -3.418 -0.088 0.519 0.00
C -5.254208 1.932196 0.183504 0.395 0.278 0.587 0.00
H -8.011708 -0.388804 -5.949686 0.724 0.217 -0.014 0.00
H -8.178878 1.122436 -4.995506 -0.679 -0.191 -0.214 0.00
H -8.715688 -0.576554 -4.431296 -0.829 0.778 -0.020 0.00
H -5.920998 0.094096 -4.842086 0.589 0.359 0.800 0.00
H -6.661168 -1.154044 -3.789436 0.235 -0.030 -0.225 0.00
H -8.842728 1.031566 -2.712396 -0.089 0.044 0.490 0.00
H -8.150158 2.002896 -0.178356 0.211 0.066 -0.032 0.00
H -4.647368 0.864376 -2.476476 0.090 0.131 0.627 0.00
H -4.870848 1.069966 0.729124 -0.210 -0.336 -0.308 0.00
H -5.739158 2.543466 0.944604 -0.314 0.136 -0.445 0.00
H -4.384538 2.467986 -0.196906 -0.283 0.092 -0.080 0.00
C 4.251852 0.632326 3.331424 -0.687 -1.183 0.624 0.00
C 3.715052 1.979516 3.267954 0.817 3.510 -1.466 0.00
N 3.075352 2.525316 4.499544 -3.409 1.335 2.929 0.03
C 1.741792 2.941506 4.521044 2.771 -0.182 0.683 0.30
C 1.420012 3.373776 5.874754 1.330 -1.013 0.981 0.31
N 2.475902 3.077236 6.715514 -0.219 0.004 -5.435 0.02
C 3.513882 2.700516 5.856274 -1.253 -1.036 -1.257 0.31
C 2.600112 3.374906 8.121124 -0.612 0.594 0.716 0.00
H 4.558382 0.303806 2.338344 0.628 0.289 0.216 0.00
H 3.426132 -0.037894 3.570374 0.142 -0.236 0.346 0.00
H 5.003772 0.630126 4.120554 0.368 -0.711 -0.415 0.00
H 3.177152 2.321196 2.383634 -1.789 -0.985 0.271 0.00
H 4.440612 2.731346 2.957464 1.298 0.009 1.053 0.00
H 1.153412 2.967626 3.615774 -0.194 0.003 -0.110 0.01
H 0.520482 3.811516 6.281744 -0.236 0.105 -0.162 0.01
H 4.511332 2.435886 6.174794 0.235 0.164 0.178 0.01
H 1.721392 3.960706 8.390934 0.264 0.520 -0.036 0.00
H 3.524362 3.951636 8.156454 -0.031 -0.221 1.081 0.00
H 2.446732 2.476426 8.718874 0.934 -0.176 -0.010 0.00
C -1.300598 -4.597084 -1.577836 0.675 0.898 -0.619 0.00
C -1.505368 -3.230864 -2.268816 -0.364 -0.729 0.529 0.00
N -0.360178 -2.905934 -3.121756 -0.011 1.682 -1.434 0.00
C -0.227758 -3.224934 -4.452936 3.229 -0.609 -0.380 0.00
C 1.109542 -2.833074 -4.822746 -2.328 0.345 0.352 0.00
N 1.609942 -2.106824 -3.781866 -1.468 0.848 2.585 0.00
C 0.649482 -2.103764 -2.782456 1.429 -1.069 -0.228 0.00
C 2.944172 -1.411974 -3.615556 -0.226 -1.254 -0.785 0.00
H -2.170508 -4.732554 -0.935186 0.319 -0.620 -0.012 0.00
H -0.341178 -4.592524 -1.060546 -0.194 0.293 0.756 0.00
H -1.080868 -5.388734 -2.294156 -0.947 -0.140 -0.155 0.00
H -1.661468 -2.441814 -1.533206 0.413 0.082 -0.011 0.00
H -2.435858 -3.233914 -2.836516 0.285 -0.073 -0.435 0.00
H -0.937718 -3.872144 -4.946346 0.111 0.136 -0.146 0.00
H 1.696102 -2.824894 -5.729536 -0.425 -0.538 -0.226 0.00
H 0.721862 -1.720854 -1.775216 0.353 0.302 -0.254 0.00
H 3.235552 -0.944044 -4.555896 -0.365 0.343 0.135 0.00
H 3.706102 -2.180144 -3.483346 -0.117 -0.098 0.262 0.00
H 2.950612 -0.739414 -2.757806 -0.357 -0.012 -0.261 0.00
C -2.146158 0.638706 3.596074 -0.698 -0.663 0.400 0.00
N -0.959948 -0.224644 3.593494 -0.178 0.793 -0.521 0.00
C -0.124038 -0.166894 4.605384 0.431 -0.171 0.234 0.00
C 0.969482 -0.965064 4.531884 1.513 -0.802 0.467 0.00
C 1.277702 -1.784984 3.413004 -2.474 2.132 -0.385 0.00
C 0.392852 -1.759354 2.333884 -0.225 0.826 0.847 0.00
C -0.699808 -0.942274 2.509474 -1.608 -0.248 -0.770 0.00
C 2.449692 -2.562024 3.346604 1.381 -3.033 1.444 0.00
C 2.621192 -3.527464 4.371354 0.318 2.037 0.391 0.00
C 3.707002 -4.337414 4.353304 -0.163 -0.713 -1.358 0.00
N 4.538322 -4.289724 3.296244 -1.051 -0.327 -0.350 0.00
C 4.395512 -3.393794 2.251904 0.310 -0.828 1.867 0.00
C 3.308502 -2.543954 2.258764 -0.243 -0.300 -0.077 0.00
C 5.416932 -5.448314 3.159824 2.879 0.357 -0.845 0.00
H -2.412678 0.885036 4.623884 0.273 0.241 -0.055 0.00
H -2.942748 -0.039654 3.290514 -0.299 0.659 -0.532 0.00
H -1.950288 1.513096 2.975444 -0.403 -0.179 -0.106 0.00
H -0.401788 0.535576 5.377254 0.243 -0.339 0.397 0.00
H 1.640752 -0.976274 5.377854 0.169 -0.052 0.063 0.00
H 0.467022 -2.293494 1.398154 0.276 -0.170 0.138 0.00
H -1.531658 -0.846274 1.827404 0.327 -0.350 -0.633 0.00
H 2.049662 -3.562194 5.287084 -0.629 0.043 -0.252 0.00
H 3.778622 -5.178724 5.026704 0.483 0.097 0.203 0.00
H 5.240762 -3.390424 1.579644 -0.309 -0.127 -0.504 0.00
H 2.988602 -1.942954 1.420394 0.722 0.306 -0.229 0.00
H 6.359532 -5.019934 2.819104 0.277 -0.147 -0.181 0.00
H 5.153462 -6.157164 2.374824 -0.710 0.111 0.253 0.00
H 5.723112 -5.937154 4.084694 -0.814 0.130 0.168 0.00
N -0.115398 0.063516 -0.273716 -5.484 -1.266 -0.894 0.00
S 0.755342 1.259416 -0.277806 7.430 2.745 -1.145 0.00
O 0.859502 1.972726 0.967294 -0.074 0.157 -0.269 0.00
O 0.862842 1.930476 -1.563636 -0.432 -0.095 2.024 0.00
F 2.182492 0.349196 -0.263056 -0.898 0.749 0.265 0.00
S -1.562388 0.852776 -0.739286 -3.346 -4.867 -0.178 0.00
O -1.839168 0.967696 -2.135126 1.013 0.475 0.699 0.00
O -2.130088 1.704456 0.234744 1.036 1.514 0.333 0.00
F -2.502638 -0.476154 -0.374556 1.042 0.351 -0.333 0.00
```
Positions in Å, forces in eV/Å.

Record 3
A cluster of 8 separate species, C19H33Cl21NO in total. Source: the Open Molecules 2025 dataset; level of theory: wB97M-V/def2-TZVPD.

Summary:
HOMO-LUMO gap = 3.73 eV
LUMO energy = 1.67 eV
HOMO energy = -2.06 eV
total charge = -1
calculated total energy = -286744.7365 eV

```
75
Properties=species:S:1:pos:R:3:forces:R:3:lowdin_charge:R:1
C 1.268546 -3.086069 1.458300 -0.156 0.314 -0.154 -0.15
O 2.099740 -3.079609 0.330354 0.472 -0.078 0.277 -0.18
C 1.657947 -3.920255 -0.713623 -0.162 -0.014 -0.300 -0.27
C 2.797665 -4.138519 -1.678646 0.154 -0.591 0.051 -0.20
C 2.355131 -4.288646 -3.127102 0.147 0.412 -0.011 -0.19
C 2.269283 -2.987817 -3.948500 -0.245 -0.341 0.399 -0.20
C 2.394376 -1.701797 -3.151930 0.276 0.335 -0.556 -0.20
C 1.830182 -0.504900 -3.922789 -0.443 -0.543 0.183 -0.20
C 0.411574 -0.106838 -3.505368 0.167 0.207 -0.112 -0.21
C -0.683666 -0.640304 -4.410815 -0.323 0.055 0.166 -0.22
C -1.257124 -1.972176 -3.951733 -0.064 -0.038 -0.093 -0.23
C -2.348896 -1.850422 -2.897729 0.026 -0.037 0.002 -0.24
C -2.029571 -2.700726 -1.662438 0.122 0.324 0.344 -0.45
N -0.891752 -2.237989 -0.915031 0.034 -0.277 0.009 -0.11
H 0.402431 -2.450770 1.296446 -0.289 0.067 -0.107 0.04
H 1.843650 -2.718658 2.299978 0.204 0.116 0.194 0.04
H 0.911251 -4.088872 1.688680 -0.051 -0.309 0.061 0.08
H 0.785500 -3.502731 -1.209082 -0.275 0.395 0.121 0.07
H 1.345793 -4.878619 -0.298140 -0.108 -0.314 0.217 0.11
H 3.285201 -5.068564 -1.412883 0.381 -0.269 0.217 0.10
H 3.533780 -3.361987 -1.531077 0.202 0.338 -0.115 0.10
H 1.376718 -4.747785 -3.132915 -0.358 -0.313 0.059 0.10
H 3.026146 -4.989570 -3.607334 0.171 -0.189 -0.305 0.09
H 1.304373 -2.959676 -4.430026 -0.328 -0.076 -0.354 0.08
H 3.008164 -3.012197 -4.741066 0.253 0.141 -0.251 0.10
H 1.893936 -1.784498 -2.198958 -0.104 -0.007 0.363 0.10
H 3.446076 -1.502401 -2.995439 0.403 -0.068 0.436 0.10
H 1.782925 -0.792537 -4.966943 0.228 0.142 -0.506 0.09
H 2.509486 0.330691 -3.846546 0.183 0.399 0.084 0.09
H 0.344120 0.974160 -3.491762 0.019 0.426 0.019 0.09
H 0.200849 -0.456760 -2.498150 -0.031 -0.047 0.341 0.09
H -1.499383 0.073603 -4.393303 -0.341 0.254 -0.158 0.09
H -0.349986 -0.684208 -5.442287 0.242 -0.036 -0.324 0.09
H -0.477342 -2.564644 -3.492734 0.375 -0.222 0.019 0.08
H -1.632110 -2.518884 -4.810193 -0.084 -0.255 -0.267 0.10
H -2.409329 -0.817885 -2.579091 -0.083 0.415 0.267 0.08
H -3.324142 -2.103847 -3.314037 -0.291 -0.142 -0.179 0.09
H -1.846028 -3.720002 -2.033179 -0.047 -0.291 -0.056 0.08
H -2.948314 -2.749746 -1.057603 -0.297 -0.154 0.076 0.06
H -1.251539 -1.585358 -0.233072 0.038 0.211 -0.113 -0.13
C -2.452285 -1.598374 2.728937 -0.013 -0.097 -0.086 -1.53
Cl -2.666278 -0.959256 4.374244 0.030 0.002 0.001 0.49
Cl -3.855312 -2.549508 2.248131 -0.017 0.000 0.014 0.53
Cl -2.141873 -0.312787 1.582563 -0.080 0.328 0.155 0.59
H -1.588388 -2.249833 2.726741 0.025 -0.049 -0.004 0.00
C -4.252898 2.182563 0.068158 0.054 0.003 -0.098 -1.57
Cl -5.183249 3.594041 0.590799 -0.098 0.044 -0.161 0.48
Cl -5.058939 1.337728 -1.246677 -0.067 -0.039 -0.015 0.54
Cl -2.627915 2.659576 -0.410916 0.025 -0.108 0.066 0.51
H -4.179991 1.501705 0.906405 0.044 -0.006 0.023 -0.04
C -4.460434 4.825396 4.520093 0.000 -0.048 -0.018 -1.57
Cl -4.185469 3.239003 3.820395 0.021 -0.067 0.142 0.53
Cl -5.209857 5.937128 3.368666 0.027 -0.021 -0.016 0.52
Cl -5.433043 4.716155 5.990146 -0.048 -0.011 0.035 0.51
H -3.493135 5.222605 4.790300 -0.082 0.079 0.040 -0.09
C -0.632579 4.607532 6.719877 -0.007 -0.100 0.010 -1.54
Cl 0.521119 3.294372 6.531691 0.035 -0.002 -0.026 0.54
Cl -1.032557 5.321123 5.152134 0.169 0.037 -0.010 0.56
Cl -2.085542 4.051467 7.547724 -0.039 0.043 -0.028 0.53
H -0.174263 5.376850 7.324849 0.007 0.038 0.009 0.01
C 3.447027 -3.664214 5.467068 -0.037 -0.016 -0.058 -1.56
Cl 1.774024 -3.138854 5.645282 -0.031 0.016 0.011 0.52
Cl 3.886981 -4.796837 6.753805 0.020 -0.009 0.027 0.50
Cl 3.723472 -4.364423 3.881840 0.036 -0.041 -0.011 0.56
H 4.080290 -2.794266 5.565069 0.024 0.034 0.023 0.01
C -0.619583 6.411014 -1.713565 -0.054 0.011 -0.067 -1.55
Cl -0.779720 5.362038 -3.118084 0.009 -0.050 -0.060 0.53
Cl -1.919683 6.098948 -0.563633 0.148 0.095 0.066 0.51
Cl 0.981082 6.230123 -0.986738 -0.173 -0.020 0.051 0.50
H -0.710419 7.433656 -2.050407 -0.015 0.043 0.000 0.00
C 4.181884 6.594863 1.287885 -0.002 -0.014 -0.026 -1.57
Cl 4.022815 5.431668 -0.021691 0.113 -0.059 -0.005 0.52
Cl 2.907034 6.372985 2.479476 -0.064 -0.003 0.079 0.52
Cl 5.776261 6.491925 2.040273 0.019 0.008 0.002 0.52
H 4.076956 7.585282 0.868228 0.009 0.043 -0.008 0.01
```
Positions in Å, forces in eV/Å.

Repeat the first record exactly.
The molecule C3H7NO3S in a non-equilibrium geometry. Source: the Open Molecules 2025 dataset; level of theory: wB97M-V/def2-TZVPD.

Summary:
HOMO-LUMO gap = 11.41 eV
LUMO energy = 0.65 eV
HOMO energy = -10.76 eV
calculated total energy = -21689.6924 eV
SMILES = C[C@H]1O[C@@H]1S(N)(=O)=O

```
15
Properties=species:S:1:pos:R:3:forces:R:3:lowdin_charge:R:1
C 2.181815 -0.941890 0.093842 -0.266 1.572 -0.041 0.00
C 0.970047 -0.194043 -0.382717 1.623 2.554 0.021 -0.31
O -0.133025 -0.938989 -0.094354 -1.621 -2.101 0.296 -0.03
C -0.016860 0.259966 0.619625 -0.749 0.422 -1.532 -0.28
S -1.350782 1.286392 0.036930 0.547 0.066 -0.299 0.63
N -2.560811 0.198026 -0.371794 0.136 0.678 1.109 -0.04
O -1.777344 2.111556 1.126862 -0.285 -0.415 -0.279 -0.28
O -0.827159 1.841803 -1.167214 -0.621 0.657 -0.873 -0.30
H 1.919355 -1.344111 1.020981 -0.357 -1.047 1.375 0.07
H 3.173282 -0.583647 0.196074 0.666 1.626 0.009 0.08
H 2.316689 -1.656868 -0.623050 0.139 -2.573 -1.651 0.06
H 0.911048 0.451093 -1.280178 0.430 -0.926 0.196 0.15
H 0.133020 0.367889 1.643241 0.386 -0.642 1.820 0.12
H -2.415994 -0.371396 -1.183045 0.592 0.367 -0.890 0.07
H -2.523283 -0.485778 0.364796 -0.620 -0.237 0.737 0.06
```
Positions in Å, forces in eV/Å.

- Which value of calculated total energy does entry 3 give?
  -286744.7365 eV

- Among the records above, which one has the lowest calculated total energy?
  C19H33Cl21NO

- Look up the calculated total energy of the first one.
  -21689.6924 eV